# 1
91
Properties=species:S:1:pos:R:3:forces:R:3 method="wB97M-V/def2-TZVPD" smiles="CC(=O)OCc1c(F)c(Cl)c(P(N)O)c2c1C(=O)c1c(I)c(S)c(Br)c(B(O)O)c1C2=O.BrCCBr.BrCCBr.BrCCBr.BrCCBr.BrCCBr.BrCCBr" homo_ha=-0.322 fmax_ev_per_a=2.4 homo_lumo_gap_ev=7.9
C -1.750978 -0.324057 -1.028717 -0.7 -0.1 -0.2
C -0.897448 -1.167277 -1.929098 -0.4 -0.1 1.3
O -0.602915 -2.292831 -1.622418 0.5 0.5 -0.3
O -0.486132 -0.564037 -3.091462 0.9 1.0 1.5
C 0.954837 -0.410841 -3.068388 -0.2 -0.3 -0.3
C 1.310960 0.816475 -2.270144 0.2 0.1 -0.1
C 0.860731 2.030635 -2.756511 0.0 -0.1 0.2
F 0.148974 2.030747 -3.874959 -0.1 0.0 -0.3
C 1.118780 3.235464 -2.128805 -0.1 0.5 0.1
Cl 0.465141 4.629198 -2.915008 0.0 0.0 -0.2
C 1.854373 3.303284 -0.939785 0.3 0.1 -0.6
P 2.319410 4.809296 0.055729 0.0 0.1 1.4
N 1.568366 6.149129 -0.661929 0.5 -0.2 -0.5
O 3.912690 4.984646 -0.310862 -0.3 0.0 -0.6
C 2.280502 2.068908 -0.421912 -0.1 0.0 0.0
C 2.022129 0.863288 -1.076619 -0.1 -0.3 0.0
C 2.538833 -0.399004 -0.447907 0.1 0.0 0.0
O 3.031859 -1.286693 -1.102757 -0.1 0.1 0.1
C 2.404312 -0.442674 1.046943 0.0 -0.1 -0.4
C 2.058948 -1.595891 1.739808 0.0 -0.2 0.3
I 1.723463 -3.401700 0.748670 -0.1 0.1 -0.1
C 1.927701 -1.537998 3.139364 -0.1 -0.1 -0.3
S 1.487710 -2.877814 4.183400 -0.1 0.0 0.5
C 2.166832 -0.307052 3.757130 0.0 -0.2 0.1
Br 1.966239 -0.203339 5.654998 0.0 0.0 -0.1
C 2.545412 0.844988 3.091684 0.4 0.2 0.2
B 2.779333 2.195446 3.909250 0.0 -0.1 -0.2
O 4.022007 2.708899 4.046335 -0.3 0.2 -0.2
O 1.702516 2.870636 4.451409 0.2 0.1 0.3
C 2.658344 0.759416 1.705445 -0.2 -0.2 0.1
C 3.038853 1.940588 0.866848 0.2 0.0 0.1
O 3.914179 2.698655 1.203782 -0.3 0.0 0.0
H -2.372671 -0.979574 -0.423179 0.1 -0.1 0.1
H -2.423122 0.330308 -1.581407 0.3 0.3 0.0
H -1.123168 0.250477 -0.344980 0.1 0.2 -0.2
H 1.254437 -0.276927 -4.104854 0.0 0.0 0.0
H 1.384180 -1.327851 -2.682466 0.2 0.1 0.0
H 1.610555 6.945832 -0.039532 -0.1 -0.1 0.2
H 2.028107 6.419313 -1.526233 -0.4 0.1 -0.2
H 4.108035 4.791343 -1.236240 0.2 0.0 0.0
H 1.277817 -3.839151 3.276380 0.1 0.2 -0.3
H 3.932378 3.600716 4.406351 0.3 0.0 0.2
H 1.120933 2.279946 4.939326 -0.3 -0.1 -0.3
Br 4.394134 -5.919887 1.990969 0.1 0.0 0.1
C 5.617522 -4.999242 3.192650 -0.1 -0.1 0.0
C 5.212266 -3.570122 3.440820 0.1 0.1 -0.1
Br 5.620423 -2.396281 1.943546 -0.1 0.0 0.0
H 6.606246 -5.092441 2.753521 0.0 0.1 0.0
H 5.577318 -5.560827 4.123311 0.0 0.0 0.0
H 5.772956 -3.162609 4.279319 0.0 0.0 0.0
H 4.149313 -3.467383 3.631734 0.0 0.0 0.0
Br -3.287431 1.121263 6.145378 0.1 0.0 0.0
C -1.963251 2.344324 5.419077 -0.2 0.0 0.1
C -2.042377 2.429732 3.918484 0.2 0.1 -0.1
Br -1.272134 0.860865 3.067969 0.0 -0.1 0.0
H -0.995745 1.998459 5.769998 0.0 0.0 0.0
H -2.187230 3.310725 5.864549 0.0 0.0 0.0
H -1.455356 3.270836 3.554759 0.0 0.0 0.0
H -3.061478 2.514937 3.555303 0.0 0.0 0.0
Br -4.337998 3.077129 -2.404479 0.1 -0.1 0.0
C -5.778147 1.801545 -2.111792 0.0 0.2 -0.1
C -6.238887 1.801554 -0.680290 0.1 -0.3 0.1
Br -4.979150 0.870691 0.474895 0.0 0.1 0.1
H -5.409574 0.832733 -2.433131 0.0 0.0 0.0
H -6.586384 2.120586 -2.766321 0.0 0.0 0.0
H -7.175699 1.257326 -0.586943 0.0 0.0 -0.1
H -6.359296 2.797992 -0.274384 0.0 0.0 0.0
Br 7.472540 -2.778937 -3.088880 0.0 -0.1 0.0
C 6.165056 -4.179782 -2.750666 0.0 0.2 -0.1
C 5.870560 -4.327185 -1.283394 0.0 -0.2 0.1
Br 7.303629 -5.247228 -0.342479 0.1 0.1 -0.1
H 6.557958 -5.088788 -3.193864 0.0 0.0 0.0
H 5.268385 -3.871489 -3.283575 0.0 0.0 0.0
H 4.987916 -4.945366 -1.132331 0.0 0.0 0.0
H 5.730486 -3.374877 -0.784201 0.0 0.0 0.0
Br -1.685059 -2.488232 -4.212746 -0.7 -1.4 -1.9
C -2.036354 -3.416574 -5.892979 -0.3 0.0 0.4
C -1.300497 -4.728381 -5.956124 0.1 0.0 -0.2
Br 0.599616 -4.471669 -6.300860 0.0 0.0 0.1
H -1.753425 -2.738315 -6.691128 0.0 0.0 0.0
H -3.110590 -3.589191 -5.928209 0.0 -0.1 -0.1
H -1.661899 -5.333857 -6.784271 0.0 0.0 0.0
H -1.376988 -5.292867 -5.032860 0.0 0.0 0.0
Br -10.250473 0.576535 -1.556371 0.1 0.0 0.0
C -10.267546 1.419015 0.196287 -0.2 -0.1 -0.1
C -10.580409 2.888881 0.108606 0.1 0.1 0.1
Br -9.054993 3.904832 -0.540157 -0.1 0.1 -0.1
H -9.298671 1.225874 0.645566 0.0 0.0 0.1
H -11.038469 0.899658 0.760545 0.0 0.0 0.0
H -10.797151 3.286323 1.097469 0.0 0.0 0.0
H -11.407111 3.106793 -0.558999 0.0 -0.1 0.0

# 2
70
Properties=species:S:1:pos:R:3:forces:R:3 method="wB97M-V/def2-TZVPD" total_charge=+1 relative_energy_kj_mol=0.0 spin_multiplicity=3 homo_ha="-0.378 / -0.405" fmax_ev_per_a=1.5 homo_lumo_gap_ev="6.9 / 7.3"
Mo -1.619285 0.085728 -0.432174 0.4 1.2 -0.4
C -2.257407 -2.123115 -3.000743 0.2 0.0 -0.1
C -2.200145 -1.032032 -2.023409 -0.2 -0.1 0.7
O -3.045035 -0.119466 -1.892358 -0.3 0.0 -0.3
H -3.148273 -2.062123 -3.624592 0.1 0.0 0.0
H -2.223004 -3.064436 -2.449099 0.0 0.0 0.0
H -1.345555 -2.083929 -3.603964 0.0 0.0 0.0
N 0.192103 3.731165 -2.018139 -0.4 0.0 0.0
C -0.275552 3.389641 -0.818092 0.5 0.0 0.1
N 0.520343 3.565564 0.231039 -0.3 0.1 -0.1
S -1.870780 2.761267 -0.638697 0.0 -0.4 -0.1
H 1.095262 4.160249 -2.142814 0.0 0.0 0.0
H -0.430631 3.683546 -2.809891 0.1 0.0 0.1
H 1.447055 3.955016 0.148428 0.0 -0.1 0.0
H 0.189337 3.303999 1.146294 0.0 0.0 0.0
C -2.958291 1.581123 3.201701 0.0 0.0 -0.2
C -1.591815 1.158193 3.740814 0.0 -0.1 0.1
C -0.456212 1.930197 3.077486 0.1 0.1 0.0
C -1.378222 -0.340560 3.696280 0.0 -0.2 0.6
C -1.238622 -1.046747 4.889618 0.0 0.1 0.0
C -1.057612 -2.419442 4.898828 0.0 0.0 -0.2
C -1.035480 -3.111177 3.697650 -0.1 0.1 0.0
C -1.173859 -2.456574 2.473690 0.1 -0.5 0.3
C -1.205453 -3.283900 1.205642 0.0 -0.1 0.1
C -2.577882 -3.256955 0.536176 -0.3 0.1 0.0
C -0.057257 -3.003754 0.241490 0.1 0.2 -0.1
C -1.317634 -1.082931 2.527860 0.3 0.9 -1.1
O -1.373407 -0.339899 1.344830 -0.4 -0.7 0.4
H -3.082519 2.660296 3.296318 0.0 0.0 0.0
H -3.758678 1.100987 3.761481 0.0 0.0 0.0
H -3.079642 1.331551 2.139798 0.0 0.0 0.2
H -1.584486 1.416780 4.802797 0.1 0.0 0.0
H -0.532921 1.838779 1.994643 0.0 0.0 0.0
H 0.521528 1.555209 3.381712 0.0 0.0 0.1
H -0.514388 2.985873 3.352860 0.0 0.0 0.0
H -1.271152 -0.497802 5.822779 0.0 0.0 0.0
H -0.941773 -2.947262 5.834528 0.0 0.0 0.0
H -0.922101 -4.186942 3.698622 0.0 -0.1 0.0
H -1.069684 -4.312116 1.552799 0.0 0.0 -0.1
H -2.924667 -2.244343 0.288844 0.1 -0.1 0.1
H -3.337008 -3.683860 1.193400 0.0 0.0 0.0
H -2.567266 -3.838423 -0.387183 0.0 0.0 0.0
H -0.049864 -1.976599 -0.148794 0.0 -0.4 0.1
H -0.118428 -3.684170 -0.609077 0.0 0.0 -0.1
H 0.904622 -3.165152 0.730383 0.0 0.0 0.0
C 5.293936 1.980097 -0.758414 0.0 0.0 0.0
C 4.403992 2.014836 -1.826754 0.0 0.0 0.1
C 3.107068 1.554196 -1.671604 0.0 0.1 -0.1
C 2.676666 1.055987 -0.439547 -0.2 -0.2 0.1
C 3.574479 1.039751 0.626800 0.1 0.0 0.0
C 4.877430 1.490146 0.469870 -0.1 0.0 0.0
C 1.293524 0.606833 -0.180093 0.3 0.2 -0.1
C 0.337798 0.298360 -1.070784 -0.3 -0.2 -0.4
C 0.543717 0.056272 -2.528299 0.1 -0.2 0.3
C 1.432028 -0.952007 -2.908426 0.0 -0.1 -0.1
C 1.585345 -1.295141 -4.241629 -0.1 0.1 0.0
C 0.847738 -0.641731 -5.223353 0.0 0.0 0.0
C -0.048288 0.352277 -4.856576 0.1 0.0 0.1
C -0.199041 0.692482 -3.518201 -0.2 0.2 0.0
H 6.306794 2.334764 -0.886284 0.0 0.0 0.0
H 4.723672 2.401936 -2.784245 0.0 0.0 0.0
H 2.423017 1.594104 -2.509546 0.1 0.0 0.0
H 3.243875 0.666149 1.588610 0.0 0.0 0.0
H 5.560253 1.464247 1.307381 0.0 0.0 0.0
H 1.036039 0.591185 0.875718 0.0 0.0 0.0
H 2.007400 -1.467130 -2.149262 0.0 0.0 0.0
H 2.283385 -2.073515 -4.515100 0.0 0.0 0.0
H 0.970270 -0.910500 -6.263286 0.0 0.0 0.0
H -0.634767 0.861247 -5.608508 0.0 0.0 0.0
H -0.924609 1.453679 -3.238241 0.1 -0.1 0.0

# 3
72
Properties=species:S:1:pos:R:3:forces:R:3 method="wB97M-V/def2-TZVPD" relative_energy_kj_mol=71.8 homo_ha=-0.257 fmax_ev_per_a=2.1 homo_lumo_gap_ev=6.8
Pt 0.360902 1.274530 -0.474116 -1.7 1.2 0.4
O 4.461958 0.077641 1.737830 0.0 0.0 0.0
C 3.618126 0.779171 0.968499 0.0 0.0 0.0
O 3.470151 0.591163 -0.206782 0.1 0.2 0.1
C 2.899904 1.864974 1.710753 -0.1 0.0 0.0
C 3.317302 2.362332 2.930262 0.0 0.1 0.1
C 2.682126 3.498113 3.425776 0.1 0.0 0.0
C 1.682494 4.094723 2.682446 -0.1 0.0 0.0
C 1.292876 3.489169 1.493931 0.0 0.0 -0.2
N 1.872856 2.389844 1.044668 0.6 -0.5 -0.3
C 0.229166 4.064330 0.574067 0.0 0.1 0.2
O -0.268129 5.138498 0.858056 -0.1 0.0 0.0
O -0.021998 3.351252 -0.466020 0.1 -0.3 0.0
H 4.824906 -0.625664 1.174488 0.0 0.0 0.0
H 4.130475 1.888317 3.460283 0.0 0.0 0.0
H 2.989073 3.922741 4.372400 0.0 0.0 0.0
H 1.187599 5.004334 2.991175 0.0 0.0 0.0
C -2.899910 1.850881 -2.751277 0.0 0.0 0.0
C -3.150463 1.910155 -1.242477 0.4 0.5 -0.2
C -3.235717 3.364413 -0.762673 -0.1 -0.1 0.1
P -1.854417 0.951253 -0.385777 0.6 -1.0 0.1
C -2.309121 0.792834 1.405442 0.0 0.3 0.0
C -3.792592 0.493529 1.609145 0.0 0.0 0.0
C -1.865415 1.965336 2.279302 0.0 0.0 0.0
C -1.981777 -0.742434 -0.951339 -0.3 0.0 -0.1
C -3.165124 -1.406160 -1.289177 0.0 0.0 0.0
C -3.181487 -2.748115 -1.611477 0.0 -0.1 0.0
C -4.454773 -3.464005 -1.979240 0.1 0.0 0.0
C -1.952311 -3.423279 -1.586620 0.0 0.0 0.0
C -0.769046 -2.791921 -1.279388 0.0 0.0 0.0
C -0.748906 -1.412098 -0.967216 0.2 0.0 -0.2
N 0.405480 -0.713251 -0.741819 0.3 -0.1 0.0
C 1.614703 -1.446968 -0.612515 -0.1 -0.1 0.0
C 1.939374 -2.036351 0.611999 0.0 0.0 0.0
C 1.015946 -1.885848 1.789342 0.0 0.0 0.0
C 3.134371 -2.738639 0.730354 0.0 0.0 0.0
C 4.004087 -2.878816 -0.346033 0.0 0.0 0.0
C 5.301530 -3.632335 -0.197312 0.0 0.0 0.0
C 3.654281 -2.289076 -1.554177 0.0 0.0 0.0
C 2.477193 -1.566690 -1.703436 0.0 -0.1 -0.1
C 2.134562 -0.921825 -3.016925 0.0 0.0 0.1
H -3.736665 2.311796 -3.278406 0.0 0.0 0.0
H -2.787709 0.828579 -3.111939 0.0 0.0 0.0
H -1.992469 2.402837 -3.002200 0.0 0.0 0.0
H -4.084413 1.397152 -0.998267 0.0 -0.1 0.0
H -2.270895 3.861140 -0.830430 0.0 0.0 0.0
H -3.581879 3.435839 0.268663 0.0 0.0 0.0
H -3.948132 3.907748 -1.386423 0.0 0.0 0.0
H -1.723994 -0.084400 1.698728 0.0 0.0 -0.1
H -4.407485 1.365947 1.378013 0.0 0.0 0.0
H -3.965438 0.239881 2.656632 0.0 0.0 0.0
H -4.132198 -0.346636 1.004943 0.0 0.0 0.0
H -2.345002 2.902057 1.994459 0.0 0.0 0.0
H -0.788552 2.105424 2.221038 0.1 0.0 0.0
H -2.121591 1.763735 3.321836 0.0 0.0 0.0
H -4.102786 -0.859291 -1.304051 0.0 0.0 0.0
H -5.312881 -2.795554 -1.910300 0.0 0.0 0.0
H -4.637957 -4.314114 -1.319184 0.0 0.0 0.0
H -4.412296 -3.849191 -3.000116 0.0 0.0 0.0
H -1.927249 -4.479190 -1.834833 0.0 0.0 0.0
H 0.162486 -3.342537 -1.305162 0.0 0.0 0.0
H 0.708128 -0.843124 1.902965 0.0 0.0 0.0
H 1.501498 -2.211737 2.708880 0.0 0.0 0.0
H 0.104652 -2.474085 1.654325 0.0 0.0 0.0
H 3.386799 -3.192826 1.684001 0.0 0.0 0.0
H 5.191270 -4.474748 0.485772 0.0 0.0 0.0
H 6.091186 -2.990365 0.201701 0.0 0.0 0.0
H 5.646772 -4.013130 -1.157922 0.0 0.0 0.0
H 4.320077 -2.388973 -2.405240 0.0 0.0 0.0
H 2.980619 -0.964979 -3.701553 0.0 0.0 0.0
H 1.855947 0.123692 -2.876580 0.0 0.0 0.0
H 1.279916 -1.416972 -3.483743 0.0 0.0 0.0